Record 1
A gas-phase ion, C3H11BN (charge +1), computed with ωB97M-V with the def2-TZVPD basis set.

```
16
C3H11BN (ωB97M-V with the def2-TZVPD basis set)
B -1.6124 1.0542 -1.2316
C 0.0388 0.3791 1.3705
C 1.4500 -1.0069 0.0849
C -0.7328 -0.1363 -0.8609
N 0.4706 0.1528 -0.0031
H -1.4275 2.2203 -0.9912
H -2.7350 0.7385 -1.7282
H -0.9824 0.6792 1.3391
H -0.0248 -0.6016 1.7983
H 0.7130 0.9961 2.0148
H 0.9556 -1.9029 0.2134
H 2.0535 -1.0074 -0.9079
H 2.0483 -0.8674 0.9782
H -1.3802 -0.8606 -0.2233
H -0.5284 -0.6055 -1.8157
H 0.8539 1.0621 -0.1110
```

The value obtained for the HOMO-LUMO gap (spin up / spin down) is 7.916 / 7.156 eV. For the HOMO energy (spin up / spin down), the calculation gives -10.95 / -16.59 eV. Its net charge is +1. As for the spin multiplicity: 3.

Here are the Löwdin charges for atoms 1 to 6, given in e: number 1, B, carries -0.063; number 2, C, carries -0.030; number 3, C, carries 0.035; number 4, C, carries -0.201; number 5, N, carries -0.184; number 6, H, carries 0.119

=====

Record 2
3 unconnected molecules or ions with the total composition C3H11ClN3, computed with ωB97M-V with the def2-TZVPD basis set.

```
18
C3H11ClN3 (ωB97M-V with the def2-TZVPD basis set)
C 0.3826 -1.9450 0.7323
C -0.2427 -1.4000 -0.4182
C -0.7940 1.8349 -0.6287
N -0.6749 3.1324 -0.4623
N 0.2189 1.0972 -0.6091
N -1.5912 -1.4381 -0.4531
Cl 3.3497 0.1538 0.3199
H 1.4519 -1.4652 1.0227
H -0.2518 -1.7953 1.5662
H 0.6880 -3.0050 0.5454
H 0.3290 -0.9003 -1.2320
H -1.6676 1.3294 -0.9110
H 0.1290 3.5787 -0.1039
H -1.4854 3.6848 -0.3505
H 1.0687 1.4647 -0.0246
H 2.7123 0.5704 -0.7219
H -2.1266 -1.2642 -1.2636
H -2.2363 -1.6163 0.2649
```

The value obtained for the HOMO-LUMO gap is 9.200 eV. For the HOMO energy, the calculation gives -13.38 eV. The energy relative to the best compared isomer or geometry (same formula, charge and spin) is 253.3 kJ/mol. Its net charge is +1.

Here are the Löwdin charges for atoms 1 to 6, given in e: number 1, C, carries -0.064; number 2, C, carries -0.118; number 3, C, carries -0.361; number 4, N, carries 0.143; number 5, N, carries 0.024; number 6, N, carries 0.195

=====

Record 3
A molecular structure, C3H11ISi2, computed with ωB97M-V with the def2-TZVPD basis set.

```
17
C3H11ISi2 (ωB97M-V with the def2-TZVPD basis set)
C 0.4894 -1.5541 0.6008
C 1.2547 0.9843 -1.2392
C -0.2665 1.6009 1.2393
Si -1.8986 -0.2047 -1.4360
Si -0.0185 0.1734 -0.1089
I -4.4718 0.0800 0.5181
H 1.6169 -1.5609 0.7153
H 0.1004 -1.7338 1.6017
H 0.4247 -2.4610 -0.0653
H 0.8214 1.8400 -1.7062
H 2.0048 1.1901 -0.4527
H 1.6986 0.4612 -2.0749
H -0.4917 2.4073 0.4891
H -0.9697 1.7129 2.0428
H 0.7090 1.7249 1.6832
H -2.3979 0.9445 -2.2533
H -1.5735 -1.1684 -2.6005
```

The value obtained for the HOMO-LUMO gap is 7.075 eV. For the HOMO energy, the calculation gives -8.76 eV. The energy relative to the best compared isomer or geometry (same formula, charge and spin) is 0.0 kJ/mol. Its net charge is 0.

Here are the Löwdin charges for atoms 1 to 6, given in e: number 1, C, carries -0.244; number 2, C, carries -0.220; number 3, C, carries -0.192; number 4, Si, carries 0.471; number 5, Si, carries 0.349; number 6, I, carries -0.168

=====

Record 4
A single C3H11N2 molecule, computed with ωB97M-V with the def2-TZVPD basis set.

```
16
C3H11N2 (ωB97M-V with the def2-TZVPD basis set)
N -1.6822 0.8608 0.5882
C -0.4131 1.4770 0.1324
C 0.4401 0.4999 -0.6570
N 0.1369 -0.9477 -0.2373
C 1.5031 -1.8143 0.0664
H -0.5419 -0.8353 0.6354
H -2.4635 0.9095 -0.0220
H -1.8187 1.3850 1.4521
H 0.1200 1.8616 1.0385
H -0.3496 2.2958 -0.5059
H 1.5082 0.6350 -0.3579
H 0.2131 0.6487 -1.7389
H -0.6146 -1.2335 -0.8421
H 2.5474 -1.4527 -0.3428
H 1.4749 -1.8114 1.2854
H 1.5613 -2.7695 -0.3089
```

The value obtained for the HOMO-LUMO gap (spin up / spin down) is 4.006 / 10.825 eV. For the HOMO energy (spin up / spin down), the calculation gives -2.92 / -10.06 eV. The energy relative to the best compared isomer or geometry (same formula, charge and spin) is 345.3 kJ/mol. Its net charge is 0. As for the spin multiplicity: 2.

Here are the Löwdin charges for atoms 1 to 6, given in e: number 1, N, carries -0.036; number 2, C, carries -0.330; number 3, C, carries -0.252; number 4, N, carries -0.074; number 5, C, carries -0.081; number 6, H, carries 0.119

=====

Record 5
2 unconnected molecules or ions with the total composition C3H11N2, computed with ωB97M-V with the def2-TZVPD basis set.

```
16
C3H11N2 (ωB97M-V with the def2-TZVPD basis set)
C -0.1152 -2.1435 -1.8238
N -0.0354 -0.9092 -1.5163
H -0.1045 -2.8968 -1.0420
H -0.0325 -2.4011 -2.8810
H -0.1889 -0.3487 -2.3435
H 0.6571 -0.4712 -0.1310
C -1.0100 1.4202 0.6903
C 0.4208 1.2156 1.0811
N 0.9264 -0.1846 0.8879
H -1.7088 0.5786 0.6991
H -1.1622 1.7450 -0.3408
H -1.4110 2.1849 1.3541
H 0.5847 1.4325 2.1350
H 1.0902 1.9247 0.5871
H 0.2508 -0.7893 1.3583
H 1.8384 -0.3571 1.2852
```

The value obtained for the HOMO-LUMO gap is 12.069 eV. For the HOMO energy, the calculation gives -15.27 eV. The energy relative to the best compared isomer or geometry (same formula, charge and spin) is 111.5 kJ/mol. Its net charge is +1.

Here are the Löwdin charges for atoms 1 to 6, given in e: number 1, C, carries -0.007; number 2, N, carries 0.020; number 3, H, carries 0.083; number 4, H, carries 0.095; number 5, H, carries 0.084; number 6, H, carries 0.073

=====

Record 6
2 unconnected molecules or ions with the total composition C3H11N2, computed with ωB97M-V with the def2-TZVPD basis set.

```
16
C3H11N2 (ωB97M-V with the def2-TZVPD basis set)
C 1.7201 0.4086 0.5723
N 1.0191 -0.8752 0.9941
H 2.7378 0.2782 0.9801
H 1.6964 0.4672 -0.4993
H 1.2291 1.2898 0.9634
H 0.0485 -0.7648 0.6531
H 0.8616 -1.1236 1.9782
H 1.5114 -1.7024 0.6594
C -2.0572 0.4156 0.2789
C -1.5895 -0.0657 -0.8771
N -0.3168 0.3860 -1.4562
H -1.6388 1.3468 0.6361
H -2.8059 -0.0950 0.8542
H -2.1658 -0.5978 -1.6356
H -0.4039 1.0440 -2.2249
H 0.1540 -0.4117 -1.8767
```

The value obtained for the HOMO-LUMO gap is 10.262 eV. For the HOMO energy, the calculation gives -13.78 eV. The energy relative to the best compared isomer or geometry (same formula, charge and spin) is 197.8 kJ/mol. Its net charge is +1.

Here are the Löwdin charges for atoms 1 to 6, given in e: number 1, C, carries -0.018; number 2, N, carries 0.141; number 3, H, carries 0.107; number 4, H, carries 0.061; number 5, H, carries 0.098; number 6, H, carries 0.096

=====

Record 7
A gas-phase ion, C3H11N2 (charge +1), computed with ωB97M-V with the def2-TZVPD basis set.

```
16
C3H11N2 (ωB97M-V with the def2-TZVPD basis set)
N -0.2171 -0.6151 -1.5234
C 0.9438 -0.8338 -0.6616
C 1.0508 0.2920 0.3655
C -0.1461 0.2631 1.3391
N -1.3929 0.7662 0.5514
H 0.0993 -0.2371 -2.4146
H -0.7967 -1.3579 -1.8966
H 1.8839 -0.7803 -1.2104
H 0.8133 -1.7863 -0.1476
H 1.9195 0.2228 1.0164
H 1.0377 1.2905 -0.0782
H -0.0326 0.9891 2.1350
H -0.3160 -0.7907 1.5388
H -1.2741 1.7545 0.3403
H -1.2429 0.1463 -0.2928
H -2.3297 0.6765 0.9388
```

The value obtained for the HOMO-LUMO gap is 11.245 eV. For the HOMO energy, the calculation gives -14.39 eV. The energy relative to the best compared isomer or geometry (same formula, charge and spin) is 52.5 kJ/mol. Its net charge is +1.

Here are the Löwdin charges for atoms 1 to 6, given in e: number 1, N, carries -0.013; number 2, C, carries -0.236; number 3, C, carries -0.177; number 4, C, carries -0.108; number 5, N, carries 0.159; number 6, H, carries 0.105

=====

Record 8
A molecular structure, C3H11N2, computed with ωB97M-V with the def2-TZVPD basis set.

```
16
C3H11N2 (ωB97M-V with the def2-TZVPD basis set)
C 1.1391 -0.7372 -1.4163
N 1.1215 0.7405 -1.0563
H 2.1153 -1.0069 -1.7653
H 0.8547 -1.3645 -0.5711
H 0.4505 -0.9271 -2.2484
H -0.0092 0.7942 -0.4719
H 0.8640 1.1079 -2.0052
H 1.8708 1.0782 -0.4640
C -0.2192 0.1163 1.9222
C -1.9804 -0.0727 0.3520
N -0.7856 0.3171 0.5557
H -1.0387 -0.1563 2.6043
H 0.2380 1.0913 2.1443
H 0.5983 -0.6224 1.7746
H -2.6277 0.1025 -0.5609
H -2.5914 -0.4608 1.2064
```

The value obtained for the HOMO-LUMO gap is 11.615 eV. For the HOMO energy, the calculation gives -15.04 eV. The energy relative to the best compared isomer or geometry (same formula, charge and spin) is 183.5 kJ/mol. Its net charge is +1.

Here are the Löwdin charges for atoms 1 to 6, given in e: number 1, C, carries -0.068; number 2, N, carries 0.022; number 3, H, carries 0.081; number 4, H, carries 0.074; number 5, H, carries 0.100; number 6, H, carries 0.115

=====

Record 9
2 unconnected molecules or ions with the total composition C3H11N2, computed with ωB97M-V with the def2-TZVPD basis set.

```
16
C3H11N2 (ωB97M-V with the def2-TZVPD basis set)
C 0.9423 -1.4298 1.0363
N 1.6661 -0.3333 0.4348
H -0.1102 -1.5424 0.6755
H 0.8303 -1.2711 2.0963
H 1.4172 -2.3779 0.9377
H 2.3889 -0.6715 -0.2249
H 0.8234 0.3140 -0.1568
H 2.2019 0.1576 1.1765
C -1.0478 0.2114 -1.7237
C -1.3483 1.0678 0.6010
N -0.5258 0.8304 -0.4420
H -0.9122 -0.8781 -1.7474
H -2.1543 0.3373 -1.6043
H -0.6403 0.5969 -2.6316
H -0.6682 1.1999 1.4646
H -2.4355 1.5591 0.5827
```

The value obtained for the HOMO-LUMO gap is 10.569 eV. For the HOMO energy, the calculation gives -14.71 eV. The energy relative to the best compared isomer or geometry (same formula, charge and spin) is 235.5 kJ/mol. Its net charge is +1.

Here are the Löwdin charges for atoms 1 to 6, given in e: number 1, C, carries -0.101; number 2, N, carries 0.043; number 3, H, carries 0.096; number 4, H, carries 0.093; number 5, H, carries 0.088; number 6, H, carries 0.158

=====

Record 10
2 unconnected molecules or ions with the total composition C3H11N2, computed with ωB97M-V with the def2-TZVPD basis set.

```
16
C3H11N2 (ωB97M-V with the def2-TZVPD basis set)
N -0.7287 -0.4485 3.1420
C -1.5999 0.5329 3.6896
C -2.1499 -0.0084 4.9923
C -1.2197 2.0983 3.7057
N -2.3816 2.5768 4.2420
H 10.9189 -5.8952 -27.5028
H 0.2799 -0.3960 3.3935
H -0.8347 -0.3981 2.1043
H -2.4676 0.5789 3.0275
H -2.4129 -1.0656 4.9687
H -1.3334 0.1167 5.7293
H -2.9315 0.6739 5.3070
H -0.9812 2.3841 2.6562
H -0.3213 2.2657 4.3269
H 10.8003 -6.5524 -27.7930
H -2.6367 3.5367 4.0107
```

The value obtained for the HOMO-LUMO gap is 5.713 eV. For the HOMO energy, the calculation gives -14.80 eV. The energy relative to the best compared isomer or geometry (same formula, charge and spin) is 683.3 kJ/mol. Its net charge is +1.

Here are the Löwdin charges for atoms 1 to 6, given in e: number 1, N, carries 0.135; number 2, C, carries -0.433; number 3, C, carries -0.044; number 4, C, carries -0.145; number 5, N, carries 0.316; number 6, H, carries 0.000

=====

Record 11
A molecular structure, C3H11N2, computed with ωB97M-V with the def2-TZVPD basis set.

```
16
C3H11N2 (ωB97M-V with the def2-TZVPD basis set)
C 0.5812 -2.4577 -0.6076
N -0.3431 -1.3472 -0.4233
H 0.7767 -2.9181 0.3683
H 1.4875 -2.2537 -1.2074
H 0.0782 -3.1383 -1.3231
H -0.9310 -1.3518 0.4195
H 0.1475 -0.1933 -0.0698
H -0.8025 -0.9757 -1.2745
C 0.0424 1.6494 1.4946
C -0.1459 2.0194 -0.8226
N -0.0297 1.1438 0.0909
H 0.6459 0.9456 2.0782
H 0.1877 2.7174 1.5838
H -0.9254 1.4449 2.0055
H -0.8229 1.6094 -1.6223
H 0.0534 3.1058 -0.6903
```

The value obtained for the HOMO-LUMO gap (spin up / spin down) is 11.342 / 6.420 eV. For the HOMO energy (spin up / spin down), the calculation gives -21.36 / -20.92 eV. The energy relative to the best compared isomer or geometry (same formula, charge and spin) is 382.1 kJ/mol. Its net charge is +2. As for the spin multiplicity: 2.

Here are the Löwdin charges for atoms 1 to 6, given in e: number 1, C, carries 0.009; number 2, N, carries 0.113; number 3, H, carries 0.128; number 4, H, carries 0.140; number 5, H, carries 0.149; number 6, H, carries 0.173

=====

Record 12
2 unconnected molecules or ions with the total composition C3H11N2O, computed with ωB97M-V with the def2-TZVPD basis set.

```
17
C3H11N2O (ωB97M-V with the def2-TZVPD basis set)
C -0.1260 -0.2844 2.4817
C 0.2295 -0.1977 1.0238
C 0.7930 0.8915 0.4934
N 0.8677 1.1260 -0.9488
N -0.2262 -1.2597 0.2829
H -1.0979 0.2080 2.5942
H 0.6009 0.1926 3.1193
H -0.3251 -1.3119 2.7809
H 1.0510 1.7075 1.1369
H 0.7679 0.2471 -1.4862
H 1.7953 1.5276 -1.2048
H 0.0823 1.7444 -1.2828
H -0.5406 -2.1081 0.7170
H -0.3682 -1.2574 -0.7119
H -0.7512 -0.5024 -3.6718
H -1.8437 -0.4669 -2.5759
O -0.9085 -0.2562 -2.7480
```

The value obtained for the HOMO-LUMO gap (spin up / spin down) is 3.919 / 9.204 eV. For the HOMO energy (spin up / spin down), the calculation gives -3.07 / -8.66 eV. The energy relative to the best compared isomer or geometry (same formula, charge and spin) is 137.5 kJ/mol. Its net charge is 0. As for the spin multiplicity: 2.

Here are the Löwdin charges for atoms 1 to 6, given in e: number 1, C, carries -0.036; number 2, C, carries -0.425; number 3, C, carries -0.216; number 4, N, carries 0.044; number 5, N, carries 0.098; number 6, H, carries 0.092